Record 1
Entry from OMol25: a molecular structure, C23H50N2O2P3Pb in a non-equilibrium geometry (ωB97M-V/def2-TZVPD).

Properties
max |F|	4.607	eV/A
E_LUMO (alpha / beta)	-4.1 / -3.8	eV
HOMO level (alpha / beta)	-9.79 / -9.96	eV
energy	-64841.242	eV
2S+1	1
total charge	+1
orbital gap (alpha / beta)	5.7 / 6.1	eV

Cartesian coordinates (Å):
Pb (-1.0851, -0.3193, -1.1064)
P (-1.3556, 2.6650, -0.0141)
C (-0.7746, 4.0799, -0.8861)
C (0.5408, 4.0964, -1.3739)
N (1.1647, 2.8948, -1.5983)
C (2.4620, 2.8381, -1.8530)
C (3.2486, 4.0002, -1.9884)
C (2.6203, 5.2339, -1.9173)
C (1.2639, 5.2866, -1.6754)
C (3.1153, 1.4407, -2.0262)
P (1.9071, 0.2219, -2.7980)
H (0.7294, 6.2170, -1.5506)
H (4.3053, 3.8636, -2.1882)
H (3.2056, 6.1327, -2.0447)
H (4.0402, 1.5470, -2.6342)
H (3.4033, 1.0640, -1.0177)
H (-3.8875, 5.5523, -4.5202)
H (-1.3727, 4.9636, -1.1337)
H (-0.1816, 2.7368, -5.1366)
O (-4.0774, 5.6494, -3.5745)
H (-4.7808, 5.1464, -3.1032)
H (0.5924, 0.3624, -1.3446)
O (-0.3671, 3.6235, -4.8281)
H (-1.2465, 3.5773, -4.3820)
C (2.1913, 0.7078, -4.4910)
H (3.1121, 0.3427, -4.9165)
H (1.4190, 0.2526, -5.0865)
H (2.1455, 1.7723, -4.6471)
C (3.0381, -1.2503, -2.7844)
H (2.4643, -2.0936, -3.1851)
H (3.9050, -1.1007, -3.4434)
H (3.4101, -1.4980, -1.7801)
C (-0.4091, 2.7631, 1.5569)
H (-0.9093, 3.3692, 2.3255)
H (-0.2260, 1.7450, 1.9339)
H (0.5737, 3.2174, 1.3910)
C (-3.0337, 3.0987, 0.5450)
H (-3.4999, 2.2175, 0.9949)
H (-3.0725, 3.9125, 1.2703)
H (-3.6517, 3.3853, -0.3059)
C (2.2880, -2.5782, 1.9709)
C (1.0584, -2.1001, 2.7440)
C (0.7186, -2.9879, 3.9183)
C (1.3309, -0.6507, 3.1867)
P (-0.4107, -2.1500, 1.5980)
N (0.0825, -0.8001, 0.8605)
C (-0.4506, -3.5840, 0.3533)
C (-0.3250, -4.8891, 1.1817)
C (-1.7814, -3.6077, -0.4534)
C (0.7181, -3.5191, -0.6805)
C (-2.1005, -1.7640, 2.3270)
C (-2.6345, -3.0640, 2.9545)
C (-1.9255, -0.6748, 3.4014)
C (-3.1184, -1.2209, 1.2899)
H (3.1514, -2.4137, 2.6253)
H (2.4503, -1.9786, 1.0654)
H (2.2567, -3.6422, 1.7152)
H (1.6185, -3.0379, 4.5383)
H (-0.1003, -2.5649, 4.5093)
H (0.4519, -4.0007, 3.5983)
H (1.4106, 0.0259, 2.3216)
H (0.5652, -0.2482, 3.8534)
H (2.2936, -0.6354, 3.7011)
H (-1.1131, -4.9534, 1.9500)
H (-0.4397, -5.7359, 0.4852)
H (0.6652, -4.9557, 1.6591)
H (-1.9449, -2.6897, -1.0644)
H (-1.6958, -4.4362, -1.1821)
H (-2.6559, -3.7886, 0.1966)
H (0.8072, -2.5310, -1.1718)
H (1.6855, -3.7760, -0.2198)
H (0.4952, -4.2709, -1.4633)
H (-1.9033, -3.4961, 3.6550)
H (-3.5429, -2.7955, 3.5128)
H (-2.8963, -3.8011, 2.1829)
H (-1.4936, 0.2427, 2.9716)
H (-2.9296, -0.4335, 3.7813)
H (-1.3189, -1.0119, 4.2525)
H (-2.7739, -0.2728, 0.8253)
H (-3.3857, -1.9575, 0.5173)
H (-4.0341, -0.9663, 1.8500)

=====

Record 2
Entry from OMol25: a molecular structure, C23H51InN3O17 in a non-equilibrium geometry (ωB97M-V/def2-TZVPD).

Properties
max |F|	1.278	eV/A
E_LUMO	2.1	eV
HOMO level	-4.67	eV
energy	-69129.229	eV
2S+1	1
total charge	-1
orbital gap	6.7	eV

Cartesian coordinates (Å):
C (4.4132, 3.5565, -3.4879)
C (3.9832, 2.1414, -3.7390)
O (3.0989, 2.1450, -4.8391)
C (3.3157, 1.5478, -2.5296)
O (2.5274, 0.4722, -2.9204)
In (1.6004, -0.3906, -1.2189)
C (-0.3114, -1.3392, -1.8694)
C (-0.9002, -0.4952, -3.0155)
C (-2.1580, 0.2606, -2.6304)
C (-2.1378, 1.7125, -3.0352)
N (-1.8759, 2.5546, -1.8474)
C (-2.3252, 3.8422, -1.8915)
N (-3.1667, 4.3555, -1.1020)
N (-1.7454, 4.6218, -2.8685)
H (4.4169, 3.7313, -2.4300)
H (3.6944, 4.2258, -3.9020)
H (5.4047, 3.7645, -3.8439)
H (4.8497, 1.5357, -3.9481)
H (2.8810, 1.2177, -5.0071)
H (2.7379, 2.2923, -1.9896)
H (4.1007, 1.2163, -1.8511)
H (2.7717, -1.4444, -0.3917)
H (1.2516, 1.0016, -0.1398)
H (-0.1473, -2.3541, -2.1764)
H (-0.9774, -1.3264, -1.0333)
H (-0.1599, 0.2067, -3.3313)
H (-1.1320, -1.1402, -3.8374)
H (-2.9807, -0.2091, -3.1255)
H (-2.3143, 0.1846, -1.5714)
H (-3.1138, 1.9861, -3.4193)
H (-1.4349, 1.9021, -3.8236)
H (-2.3779, 2.1082, -1.0941)
H (-3.5109, 3.6634, -0.4470)
H (-2.4747, 5.0861, -3.3841)
H (-1.1809, 4.0608, -3.4908)
C (-0.8399, 4.8203, 1.0857)
O (-1.8050, 4.6715, 2.1401)
C (-1.6897, 5.5378, 3.1347)
O (-0.8801, 6.4226, 3.2328)
O (-2.6423, 5.2609, 4.0384)
C (-2.6354, 6.1225, 5.1745)
H (-1.0684, 4.0355, 0.3804)
H (-0.9395, 5.7847, 0.5971)
H (0.1749, 4.6920, 1.4549)
H (-2.8077, 7.1544, 4.8764)
H (-1.6925, 6.0449, 5.7117)
H (-3.4470, 5.7884, 5.8142)
C (-5.1663, 1.6149, -6.4148)
O (-4.3169, 0.4712, -6.3243)
C (-4.0894, -0.1386, -7.4845)
O (-4.5300, 0.1916, -8.5564)
O (-3.2892, -1.1757, -7.2536)
C (-2.9433, -1.9308, -8.4144)
H (-5.2581, 2.0146, -5.4097)
H (-4.7239, 2.3716, -7.0590)
H (-6.1511, 1.3386, -6.7852)
H (-2.4089, -1.3111, -9.1307)
H (-3.8326, -2.3531, -8.8778)
H (-2.2954, -2.7306, -8.0712)
C (2.3401, -0.1172, 5.0752)
O (3.2724, -1.2027, 5.1100)
C (3.3696, -1.8729, 3.9561)
O (2.7632, -1.6493, 2.9494)
O (4.2745, -2.8447, 4.1168)
C (4.4771, -3.6363, 2.9414)
H (2.3649, 0.3348, 6.0624)
H (2.6324, 0.6181, 4.3289)
H (1.3355, -0.4757, 4.8649)
H (4.8378, -3.0210, 2.1209)
H (3.5560, -4.1362, 2.6513)
H (5.2241, -4.3834, 3.1944)
C (3.6252, -10.1341, 4.2519)
O (4.2437, -8.8613, 4.4426)
C (3.6854, -8.1179, 5.3993)
O (2.7456, -8.4387, 6.0798)
O (4.3473, -6.9673, 5.4677)
C (3.8534, -6.0553, 6.4535)
H (4.1763, -10.6215, 3.4539)
H (3.6888, -10.7325, 5.1580)
H (2.5852, -10.0159, 3.9570)
H (3.9271, -6.4859, 7.4497)
H (2.8238, -5.7792, 6.2398)
H (4.4741, -5.1668, 6.3994)
C (-3.1249, 1.9301, 3.2409)
O (-2.9147, 0.5675, 3.6446)
C (-2.5102, -0.1948, 2.6209)
O (-2.3452, 0.1864, 1.4913)
O (-2.2890, -1.4364, 3.0560)
C (-1.8176, -2.3270, 2.0306)
H (-3.4685, 2.4767, 4.1132)
H (-2.2032, 2.3760, 2.8855)
H (-3.8854, 1.9770, 2.4648)
H (-0.8692, -1.9839, 1.6235)
H (-2.5513, -2.4137, 1.2325)
H (-1.6828, -3.2930, 2.5063)

=====

Record 3
Entry from OMol25: a molecular structure, C23H51N3O3P4Pb in a non-equilibrium geometry (ωB97M-V/def2-TZVPD).

Properties
max |F|	9.384	eV/A
E_LUMO	-15.6	eV
HOMO level	-18.89	eV
energy	-77650.320	eV
2S+1	1
ΔE to the lowest compared entry with this formula, charge and spin	143.4	kJ/mol
total charge	+4
orbital gap	3.3	eV

Cartesian coordinates (Å):
P (-1.4065, -0.9232, 2.3809)
C (-0.0312, -2.0257, 2.7631)
H (-0.3277, -2.6917, 3.6017)
H (0.8766, -1.4942, 3.1002)
H (0.2912, -2.6879, 1.9388)
C (-1.4788, -0.1346, 4.0014)
H (-2.4317, 0.3758, 4.2193)
H (-0.6614, 0.6035, 4.1583)
H (-1.3539, -0.9176, 4.7791)
C (-2.6997, -2.1922, 2.3854)
H (-2.7238, -2.6520, 3.3951)
H (-2.4893, -3.0093, 1.6656)
H (-3.7216, -1.8307, 2.1656)
P (-2.6648, -0.3582, -2.3005)
C (-1.8734, -1.6370, -3.3152)
H (-2.4338, -1.7099, -4.2732)
H (-1.9150, -2.6377, -2.8541)
H (-0.8265, -1.4319, -3.5844)
C (-4.2828, -1.1577, -2.2038)
H (-5.1086, -0.4838, -1.9223)
H (-4.2949, -2.0171, -1.5014)
H (-4.5315, -1.5620, -3.2083)
C (-2.8055, 0.8968, -3.6047)
H (-3.4265, 0.4727, -4.4209)
H (-1.8229, 1.1523, -4.0494)
H (-3.2742, 1.8504, -3.2981)
P (0.1946, 2.9431, -0.1412)
C (1.8587, 2.8737, -0.8352)
H (2.3762, 3.8333, -0.6081)
H (1.8703, 2.7740, -1.9352)
H (2.5026, 2.0727, -0.4236)
C (-0.3598, 4.3781, -1.0886)
H (0.4682, 5.1177, -1.1185)
H (-1.2321, 4.8968, -0.6592)
H (-0.6031, 4.1265, -2.1426)
C (0.6762, 3.5786, 1.4897)
H (1.1760, 4.5587, 1.3419)
H (1.4109, 2.9178, 1.9961)
H (-0.1524, 3.7389, 2.2049)
Pb (-1.2651, 0.5480, -0.0099)
C (-0.9045, -1.6936, -0.3750)
O (-0.7025, -2.8083, -0.5211)
C (0.0501, 0.6018, -1.9018)
O (0.7090, 0.6086, -2.8334)
C (-3.6450, 3.1261, -0.1476)
C (-3.1534, 3.3742, 1.1275)
C (-3.3068, 2.4036, 2.1449)
C (-4.1731, 1.3382, 1.9390)
C (-4.6763, 1.0758, 0.6428)
C (-4.5230, 2.0355, -0.3491)
H (-3.5437, 3.8527, -0.9327)
H (-2.7419, 4.3173, 1.3837)
H (-2.9154, 2.6221, 3.1217)
H (-4.5401, 0.7630, 2.7505)
H (-5.3416, 0.2422, 0.5123)
H (-5.1188, 2.0196, -1.2260)
C (4.9411, 0.0383, 0.7661)
N (3.6946, 0.2454, -0.0517)
C (4.1209, 0.6272, -1.4349)
P (2.3121, -0.8754, 0.0781)
O (1.1172, -0.1188, 0.4299)
N (2.5385, -1.7366, -1.5320)
C (1.4717, -2.5578, -2.1684)
C (3.7924, -2.4948, -1.7428)
N (2.5936, -2.0368, 1.3833)
C (3.2733, -1.5848, 2.6503)
C (3.0095, -3.4425, 1.1002)
H (5.7653, 0.6736, 0.4309)
H (5.2793, -1.0153, 0.6557)
H (4.7783, 0.3032, 1.8077)
H (4.6282, 1.5965, -1.4341)
H (3.2502, 0.6919, -2.0799)
H (4.8284, -0.1034, -1.8504)
H (0.5718, -1.9346, -2.2782)
H (1.7371, -2.8697, -3.1873)
H (1.2787, -3.4739, -1.5803)
H (4.1112, -2.4358, -2.7899)
H (4.5880, -2.1021, -1.1157)
H (3.6653, -3.5620, -1.5081)
H (2.9988, -0.5485, 2.8513)
H (2.9710, -2.1955, 3.5050)
H (4.3672, -1.7113, 2.5741)
H (2.3487, -3.8685, 0.3403)
H (2.9259, -4.0812, 1.9844)
H (4.0657, -3.4609, 0.7724)